# 1
Computed, not measured: C20H35ClMgN5O4 as an isolated structure at a distorted geometry, with ωB97M-V/def2-TZVPD.

For the highest occupied orbital energy, the calculation gives -11.8 eV.

Structure (ORCA input):
```
! RIJCOSX wB97M-V def2-TZVPD def2/J DEFGRID3
* xyz 1 1
Mg 21.3340 -23.1320 -13.5858
Cl 18.5133 -22.9954 -11.6310
O 17.8053 -23.4923 -12.7862
O 18.4254 -23.9415 -10.5501
O 19.9101 -22.8173 -11.9767
O 17.9945 -21.7013 -11.2225
C 23.0497 -26.0716 -17.5359
C 24.3929 -25.3543 -17.4380
C 24.2875 -23.8580 -17.0653
C 23.5182 -23.6679 -15.8430
N 22.8196 -23.5002 -14.9587
H 22.5146 -25.9254 -18.4739
H 22.4316 -25.8677 -16.6592
H 23.1945 -27.1556 -17.5212
H 24.8828 -25.3752 -18.4100
H 24.9825 -25.8661 -16.6794
H 23.7423 -23.2986 -17.8291
H 25.2787 -23.4248 -16.9360
C 21.3033 -24.8478 -8.7471
C 22.8340 -24.9454 -8.6933
C 23.4717 -25.2849 -10.0308
C 23.0725 -24.3411 -11.0582
N 22.7396 -23.5938 -11.8537
H 20.7828 -25.7166 -9.1624
H 20.9330 -23.9866 -9.3051
H 20.9076 -24.7707 -7.7334
H 23.1269 -25.6512 -7.9182
H 23.1451 -23.9580 -8.3475
H 23.2710 -26.3113 -10.3703
H 24.5592 -25.4345 -10.0219
C 25.2482 -19.7223 -12.0713
C 24.3668 -18.6937 -12.8094
C 23.6460 -19.2546 -14.0094
C 22.7867 -20.3767 -13.6519
N 22.1333 -21.2437 -13.2808
H 25.7149 -19.2441 -11.2141
H 26.0715 -20.0959 -12.6878
H 24.6625 -20.6111 -11.8315
H 25.0250 -17.8730 -13.1026
H 23.6631 -18.2141 -12.1252
H 24.3891 -19.6264 -14.7194
H 23.0543 -18.4411 -14.4317
C 16.3931 -23.9206 -15.4658
C 16.8303 -22.8420 -16.4296
C 17.7022 -21.7171 -15.8023
C 18.9857 -22.2770 -15.4134
N 19.9749 -22.7437 -15.0806
H 15.7422 -24.6495 -15.9623
H 15.7658 -23.5415 -14.6608
H 17.2107 -24.5493 -15.1142
H 16.0002 -22.4387 -17.0078
H 17.4895 -23.2403 -17.2102
H 17.2578 -21.3342 -14.8803
H 17.9030 -20.9293 -16.5272
C 21.5842 -28.4967 -11.6627
C 20.1978 -28.4337 -12.3025
C 19.4659 -27.0909 -12.1967
C 20.1713 -26.0354 -12.8981
N 20.7346 -25.2156 -13.4625
H 22.3079 -27.9798 -12.3003
H 21.8994 -29.5296 -11.5412
H 21.6486 -27.9884 -10.6980
H 19.5729 -29.2266 -11.8896
H 20.2897 -28.7122 -13.3553
H 19.3229 -26.7947 -11.1547
H 18.4559 -27.1854 -12.5982
*
```


# 2
Computed, not measured: C20H35ClN5O4 as an isolated structure at a distorted geometry, with ωB97M-V/def2-TZVPD.

For the highest occupied orbital energy, the calculation gives -7.5 eV.

Structure (ORCA input):
```
! RIJCOSX wB97M-V def2-TZVPD def2/J DEFGRID3
* xyz -1 1
Cl -0.0997 -1.4361 -0.1262
O 0.0331 -2.7422 -0.6141
O 0.9932 -0.6640 -0.6428
O -1.3501 -0.8190 -0.4924
O -0.0330 -1.3361 1.3012
C -0.3922 3.1090 1.8080
C 0.1979 2.0461 0.9625
C -0.8976 1.1571 0.2709
C -1.7859 1.9630 -0.5826
N -2.4381 2.6353 -1.2752
H -1.4733 3.1221 1.9468
H -0.1485 4.0848 1.3879
H 0.1188 3.0377 2.7682
H 0.9343 1.4630 1.5155
H 0.7577 2.5625 0.1828
H -1.5253 0.5027 0.8758
H -0.2693 0.5364 -0.3679
C -5.6695 0.7026 -1.4660
C -4.0929 0.6143 -1.5885
C -3.3172 -0.1276 -0.5202
C -3.7954 -1.5358 -0.2570
N -4.1270 -2.6229 -0.0085
H -6.1006 1.2851 -2.2802
H -6.1254 0.8418 -0.4857
H -5.9882 -0.3167 -1.6840
H -3.9164 1.6883 -1.6470
H -3.8311 0.2538 -2.5833
H -3.4302 0.2534 0.4948
H -2.2717 0.0165 -0.7929
C 3.8479 0.8444 -2.2304
C 2.5888 1.0402 -1.3010
C 1.3657 1.3408 -2.1209
C 1.5730 2.6998 -2.7073
N 1.7074 3.8319 -3.1518
H 3.8058 -0.1315 -2.7141
H 4.7459 0.7118 -1.6269
H 3.9352 1.6692 -2.9376
H 2.8871 1.8309 -0.6126
H 2.5082 0.2033 -0.6073
H 0.4834 1.3406 -1.4808
H 1.1683 0.6412 -2.9330
C -0.6315 0.7348 4.7397
C -0.1948 0.0087 3.4629
C -0.5237 -1.4877 3.5719
C -0.1013 -2.1660 4.7634
N 0.3212 -2.7365 5.7088
H -0.1702 0.3268 5.6390
H -1.6709 0.5440 5.0068
H -0.3107 1.7763 4.7184
H 0.8898 0.0532 3.5619
H -0.5585 0.5550 2.5926
H 0.1045 -2.0905 2.9160
H -1.5530 -1.7759 3.3580
C 1.7967 -3.4806 -2.6379
C 2.6970 -2.2671 -2.3836
C 3.1242 -2.1375 -0.9104
C 4.4614 -1.4741 -0.8714
N 5.4653 -0.9274 -0.7270
H 2.4094 -4.3118 -2.2891
H 1.3396 -3.5649 -3.6238
H 0.9162 -3.5749 -2.0023
H 2.1719 -1.3493 -2.6483
H 3.5762 -2.4018 -3.0136
H 3.3206 -3.0583 -0.3611
H 2.5477 -1.4924 -0.2473
*
```


# 3
Computed, not measured: C20H35FeNSi2 as an isolated structure at a distorted geometry, with ωB97M-V/def2-TZVPD.

For the highest occupied orbital energy (spin up / spin down), the calculation gives -5.8 / -7.7 eV.

Structure (ORCA input):
```
! RIJCOSX wB97M-V def2-TZVPD def2/J DEFGRID3
* xyz 0 5
C 0.3706 2.4911 -2.2779
C 0.5356 0.0473 -4.1691
C 1.6354 2.1498 -1.9443
H -0.2749 2.9968 -1.5486
C 1.5966 -0.4099 -3.5000
H -0.2931 -0.6421 -4.4260
H 1.9533 2.1544 -0.8810
H 1.5884 -1.4469 -3.1244
C 2.7192 1.8433 -2.9564
H 3.6701 2.1594 -2.4946
H 2.6211 2.4529 -3.8742
C -0.1632 2.5226 -3.6853
H 0.0286 3.5269 -4.1134
H -1.2579 2.4092 -3.6288
C 0.3647 1.4637 -4.6873
H 1.2637 1.8440 -5.2089
H -0.4172 1.3828 -5.4619
C 2.8861 0.3515 -3.3231
H 3.5165 0.3006 -4.2374
H 3.4736 -0.1285 -2.5258
Fe -0.0167 0.0694 -0.6007
H -0.8263 1.4486 -0.5744
C 0.1305 2.4599 2.1649
Si -0.9049 0.9311 2.4673
C -0.4682 0.3570 4.2167
C -2.7075 1.4458 2.6818
C -0.5514 -0.4454 1.2433
C 0.8000 -1.1149 1.2631
C 1.3778 -1.9183 2.2387
C 2.6000 -2.5157 1.9379
C 3.2068 -2.3104 0.7032
C 2.6114 -1.4819 -0.2280
N 1.4235 -0.9175 0.0638
Si -2.0421 -1.6088 1.2163
C -2.4090 -2.2577 2.9730
C -3.6450 -0.8625 0.6534
C -1.7099 -3.1998 0.2981
H 0.0311 3.0904 3.0615
H -0.2288 3.0093 1.2868
H 1.1894 2.2161 2.0199
H -0.6252 1.2444 4.8486
H -1.0976 -0.4470 4.6189
H 0.5845 0.0598 4.3016
H -3.1343 1.7869 1.7319
H -3.3483 0.6644 3.1128
H -2.6830 2.2956 3.3803
H 0.8460 -2.0506 3.1748
H 3.0573 -3.1564 2.6799
H 4.1421 -2.7740 0.4731
H 3.0871 -1.3287 -1.1995
H -2.7509 -1.5112 3.7047
H -3.2313 -2.9783 2.8188
H -1.5666 -2.8146 3.4110
H -3.5592 -0.5061 -0.3729
H -4.3651 -1.6860 0.6751
H -4.0280 -0.0491 1.2656
H -1.7254 -3.0653 -0.7877
H -0.7563 -3.6608 0.5736
H -2.5234 -3.8866 0.5712
*
```


# 4
Computed, not measured: a 4-piece molecular cluster, C20H35N2O6 overall at a distorted geometry, with ωB97M-V/def2-TZVPD.

For the highest occupied orbital energy, the calculation gives -12.0 eV.

Structure (ORCA input):
```
! RIJCOSX wB97M-V def2-TZVPD def2/J DEFGRID3
* xyz 1 1
C 4.0054 2.0685 0.7197
C 4.1348 3.0098 -0.4386
C 5.4088 3.7705 -0.6078
N 3.1497 3.1797 -1.2441
C 1.8785 3.2375 -0.6794
C 0.8710 2.2731 -0.8018
C -0.3614 2.4302 -0.1885
C -0.5971 3.5616 0.5538
N 0.3695 4.4827 0.6584
C 1.5747 4.3608 0.0766
H 3.1561 1.4048 0.5759
H 4.8955 1.4605 0.8618
H 3.8111 2.6687 1.6152
H 6.1783 3.4039 0.0669
H 5.7650 3.7516 -1.6358
H 5.1949 4.8048 -0.3334
H 1.0809 1.3863 -1.3636
H -1.1177 1.6577 -0.2632
H -1.5256 3.7351 1.0744
H 0.1968 5.3150 1.2061
H 2.2886 5.1557 0.2297
O 3.6965 -1.4335 -0.1779
C 3.3687 -1.2730 -1.3194
O 2.1736 -0.6945 -1.6173
C 1.8467 -0.4067 -2.9962
C 1.2674 -1.6118 -3.7064
C 4.2037 -1.7833 -2.4743
H 2.7086 0.0098 -3.5143
H 1.0958 0.3751 -2.9663
H 1.9806 -2.4322 -3.7555
H 0.9796 -1.3475 -4.7239
H 0.3872 -1.9730 -3.1749
H 3.9723 -2.8366 -2.6266
H 5.2496 -1.6945 -2.1925
H 4.0666 -1.2528 -3.4094
O -2.2561 0.1511 0.4421
C -3.2237 -0.2299 -0.1796
O -4.0783 0.7053 -0.6180
C -5.1819 0.4042 -1.4916
C -6.3982 -0.0727 -0.7296
C -3.5137 -1.6884 -0.3931
H -4.8730 -0.3015 -2.2626
H -5.3966 1.3463 -1.9918
H -6.2030 -1.0062 -0.2021
H -7.2299 -0.2341 -1.4145
H -6.6937 0.6706 0.0105
H -4.0000 -2.0834 0.4958
H -2.5725 -2.2150 -0.5253
H -4.1396 -1.8935 -1.2570
O -3.0879 -4.1517 1.4729
C -2.5566 -3.5557 2.3715
O -1.2934 -3.1317 2.1847
C -0.6139 -2.2680 3.1020
C 0.0275 -3.0324 4.2408
C -3.2383 -3.3335 3.7008
H -1.2845 -1.4828 3.4545
H 0.1514 -1.7812 2.4999
H -0.7148 -3.5479 4.8501
H 0.5861 -2.3530 4.8848
H 0.7114 -3.7843 3.8484
H -3.1147 -4.2322 4.3039
H -4.2991 -3.1843 3.5158
H -2.8676 -2.4783 4.2591
*
```


# 5
Computed, not measured: C20H35N2OS5SbSi2Tl as an isolated structure, with ωB97M-V/def2-TZVPD.

For the highest occupied orbital energy, the calculation gives -4.4 eV.

Structure (ORCA input):
```
! RIJCOSX wB97M-V def2-TZVPD def2/J DEFGRID3
* xyz -1 1
Tl -1.0381 1.2564 -0.0979
N 0.0126 1.0349 2.1320
C 1.0177 0.0525 2.3987
C 1.7993 0.1122 3.5220
C 2.8359 -0.8175 3.7429
C 3.1066 -1.7863 2.8204
C 2.3379 -1.8663 1.6367
C 2.6134 -2.8031 0.6147
C 1.8672 -2.7890 -0.5251
C 0.8233 -1.8477 -0.6346
N 0.5195 -0.9864 0.2992
C 1.2776 -0.9550 1.4259
H -0.7416 0.9954 2.8097
H 0.4485 1.9802 2.1968
H 1.6279 0.9117 4.2321
H 3.4340 -0.7371 4.6419
H 3.9257 -2.4813 2.9593
H 3.4444 -3.4865 0.7364
H 2.0682 -3.4663 -1.3435
H 0.2151 -1.8152 -1.5342
S 0.7946 3.7737 -1.7506
Sb 0.2463 4.7881 0.4624
S 0.9963 1.7345 -1.4139
S -1.7892 3.5092 0.7886
S 1.7622 3.7814 1.9002
C -2.6058 -2.9316 -0.1301
Si -3.2861 -1.3200 0.5655
C -2.5668 -1.1289 2.2961
C -5.1481 -1.5578 0.7788
C -2.9592 0.1894 -0.4721
Si -3.3272 0.2377 -2.3016
C -2.6334 1.7971 -3.0787
C -5.1960 0.2535 -2.5826
C -2.6204 -1.2449 -3.2284
H -2.7391 -3.7232 0.6134
H -1.5409 -2.8661 -0.3516
H -3.1243 -3.2412 -1.0395
H -2.9266 -1.9373 2.9392
H -2.8654 -0.1790 2.7485
H -1.4761 -1.1818 2.2787
H -5.3666 -2.4385 1.3890
H -5.6495 -1.6855 -0.1824
H -5.5939 -0.6897 1.2715
H -3.6281 0.9555 -0.0475
H -2.9297 2.6887 -2.5186
H -3.0048 1.9012 -4.1024
H -1.5398 1.7964 -3.1122
H -5.6429 1.1306 -2.1074
H -5.6798 -0.6322 -2.1668
H -5.4326 0.2959 -3.6492
H -1.5706 -1.4245 -2.9842
H -2.6799 -1.0593 -4.3044
H -3.1749 -2.1616 -3.0175
O 5.1745 -0.9082 -0.5665
S 3.9741 -0.0116 -0.6699
C 4.4522 1.3684 -1.7783
C 4.5927 2.6402 -0.9400
C 4.9631 2.1975 0.4726
C 3.9898 1.0725 0.7752
H 3.7188 1.4568 -2.5777
H 5.4035 1.0195 -2.1846
H 3.6361 3.1655 -0.9083
H 5.3338 3.3133 -1.3758
H 4.8455 3.0077 1.1930
H 5.9931 1.8312 0.5113
H 2.9807 1.4724 0.9007
H 4.2452 0.4393 1.6246
*
```


# 6
Computed, not measured: a single C20H35N3O2 molecule, with ωB97M-V/def2-TZVPD.

For the highest occupied orbital energy, the calculation gives -8.4 eV. Its structure (SMILES) is CCCn1ncc(CN2CCC(CO)(C[C@H]3CCCCO3)CC2)c1C.

Structure (ORCA input):
```
! RIJCOSX wB97M-V def2-TZVPD def2/J DEFGRID3
* xyz 0 1
C -5.9081 -2.4028 -1.1416
C -5.2357 -1.0862 -0.7786
H -5.8990 -0.4888 -0.1511
H -5.0289 -0.5154 -1.6861
C -3.9282 -1.3222 -0.0165
N -3.2941 -0.0861 0.3481
C -2.4496 0.6723 -0.3896
C -2.1621 1.7934 0.3726
C -2.8913 1.6071 1.5563
N -3.5702 0.4773 1.5239
H -2.9440 2.2477 2.4144
C -1.2266 2.9031 0.0189
N 0.1333 2.3961 -0.0172
C 1.0930 3.2278 -0.7103
C 2.3164 2.3805 -1.0964
H 2.1788 1.9634 -2.0935
H 3.1958 3.0244 -1.1340
C 2.5588 1.2300 -0.0970
C 2.1129 1.7283 1.2826
C 0.6164 2.0545 1.3084
H 0.0419 1.1919 1.6590
H 0.4359 2.8815 2.0209
H 2.6930 2.6238 1.5155
H 2.3369 0.9932 2.0564
C 4.0646 0.8883 -0.0370
O 4.5630 0.3086 -1.2107
H 4.1942 -0.5857 -1.2545
H 4.2494 0.2273 0.8218
H 4.6407 1.8053 0.1187
C 1.7417 0.0054 -0.5523
H 0.6923 0.2895 -0.5332
H 2.0093 -0.2294 -1.5849
C 1.9335 -1.2766 0.2587
C 0.7006 -2.1840 0.1635
C 0.9558 -3.4946 0.9055
C 2.2311 -4.1389 0.3664
C 3.3757 -3.1298 0.4474
H 4.2848 -3.5270 -0.0101
O 3.0778 -1.9478 -0.2565
H 3.5841 -2.8924 1.5034
H 2.4887 -5.0314 0.9375
H 2.0842 -4.4238 -0.6772
H 0.1075 -4.1713 0.7856
H 1.0745 -3.2897 1.9728
H -0.1607 -1.6659 0.5879
H 0.5025 -2.3928 -0.8903
H 2.1088 -1.0492 1.3230
H 0.6265 3.6295 -1.6130
H 1.4023 4.0876 -0.0899
H -1.4720 3.2880 -0.9759
H -1.3460 3.7280 0.7450
C -1.9706 0.2890 -1.7420
H -1.5428 -0.7132 -1.7352
H -1.2048 0.9901 -2.0597
H -2.7861 0.3051 -2.4656
H -4.1393 -1.8594 0.9113
H -3.2387 -1.9146 -0.6245
H -6.1361 -2.9743 -0.2450
H -5.2588 -3.0031 -1.7755
H -6.8360 -2.2198 -1.6771
*
```


# 7
Computed, not measured: a 2-piece molecular cluster, C20H35N4O3 overall at a distorted geometry, with ωB97M-V/def2-TZVPD.

For the highest occupied orbital energy, the calculation gives -11.7 eV.

Structure (ORCA input):
```
! RIJCOSX wB97M-V def2-TZVPD def2/J DEFGRID3
* xyz 1 1
C -3.1569 -2.6176 -1.1385
C -2.6165 -1.0790 -0.9725
C -1.0499 -0.8505 -1.3958
C 0.0051 -1.9485 -0.7903
N -0.0679 -2.1576 0.7059
C 0.3062 -0.9089 1.4888
C 1.5442 -1.0893 2.5358
C 1.6693 0.0086 3.7292
N 0.5380 1.0114 3.8414
C 0.8197 2.1148 2.8734
C -0.4010 3.1166 2.4850
C 0.0057 3.7874 1.0070
N -0.8651 4.9622 0.6231
C -0.7433 0.2433 3.6820
C -2.0571 0.9372 4.4511
C -3.4119 0.9598 3.5211
O -4.5602 0.4025 3.9922
C -1.0571 -0.2195 2.1410
H -4.1108 -2.7127 -0.4278
H -2.3820 -3.4390 -0.8316
H -3.5701 -2.7252 -2.2359
H -3.2660 -0.4173 -1.7245
H -2.9012 -0.7030 0.1034
H -0.6354 0.2310 -1.1071
H -0.9486 -0.9055 -2.5811
H -0.2545 -2.9999 -1.2847
H 1.1297 -1.7320 -1.0710
H -0.9723 -2.5720 1.0193
H 0.6760 -0.1224 0.6692
H 2.5465 -1.0120 1.8916
H 1.5835 -2.1802 3.0138
H 2.6891 0.6254 3.6718
H 1.7057 -0.5988 4.7561
H 0.5498 1.4114 4.8275
H 1.3174 1.6589 1.8910
H 1.6800 2.7901 3.3523
H -0.5719 4.0229 3.2205
H -1.4465 2.6192 2.3158
H -0.2227 2.9171 0.2220
H 1.1597 3.9788 0.9390
H -0.5820 5.2349 -0.3666
H -1.8292 4.5616 0.4962
H -0.5894 -0.7751 4.2900
H -1.7870 2.0454 4.7852
H -2.2835 0.3544 5.4608
H -3.3834 1.4700 2.4662
H -1.4546 0.6250 1.4357
H -1.9365 -1.0240 2.2119
C 3.8725 -2.4556 -5.8489
C 3.0737 -1.8289 -6.8067
C 2.0736 -0.9390 -6.4101
C 1.8842 -0.6794 -5.0458
C 2.6795 -1.3131 -4.0817
C 3.6747 -2.2033 -4.4903
N 0.8514 0.2744 -4.6239
O 0.1558 0.8000 -5.5057
O 0.7368 0.5026 -3.4111
H 4.6548 -3.1444 -6.1632
H 3.2330 -2.0318 -7.8636
H 1.4596 -0.4586 -7.1688
H 2.5401 -1.1246 -3.0193
H 4.2993 -2.6979 -3.7497
*
```


We obtain energy relative to the best compared isomer or geometry (same formula, charge and spin) values of 0.0, 854.9, 106.6, 0.0, 0.0, 265.9, 1199.6 kJ/mol for the records listed above, in that order.